94
Properties=species:S:1:pos:R:3 method="wB97M-V/def2-TZVPD" charge=-2 lumo_energy_ev=3.770 orbital_gap_ev=6.1330
Na 2.799 1.913 -1.507
B 3.757 2.998 0.662
H 3.225 3.882 0.206
H 3.983 3.167 1.749
H 3.100 2.100 0.657
H 4.737 2.830 0.138
B 3.987 -0.494 -1.241
H 3.416 -0.968 -0.402
H 3.318 -0.489 -2.143
H 4.330 0.528 -0.968
H 4.896 -1.139 -1.396
As -0.015 -0.135 0.056
F -0.650 -1.486 1.045
F -1.566 -0.169 -0.798
F 0.593 1.150 -1.031
F 1.530 -0.176 0.915
F 0.614 -1.292 -1.146
F -0.716 1.033 1.153
C 2.200 0.705 -4.302
C 1.806 2.206 -4.357
N 2.593 3.171 -3.570
C 1.936 4.474 -3.333
C 0.536 4.315 -2.702
C 3.979 3.385 -4.054
C 4.997 3.820 -2.989
H 1.701 0.190 -5.124
H 1.936 0.284 -3.336
H 3.254 0.611 -4.564
H 1.800 2.494 -5.415
H 0.789 2.283 -3.973
H 2.593 5.091 -2.718
H 1.867 5.080 -4.244
H 0.247 5.141 -2.053
H -0.198 4.318 -3.510
H 0.424 3.363 -2.185
H 4.091 4.034 -4.929
H 4.256 2.372 -4.350
H 4.819 3.136 -2.158
H 5.021 4.837 -2.599
H 6.031 3.604 -3.266
C -6.741 0.346 3.766
C -5.380 0.982 4.145
N -4.311 0.055 4.398
C -3.122 0.621 5.086
C -2.499 1.778 4.257
C -3.946 -0.687 3.191
C -3.110 -1.928 3.366
H -6.689 -0.139 2.792
H -7.550 1.078 3.728
H -7.124 -0.361 4.505
H -5.143 1.646 3.304
H -5.660 1.673 4.943
H -3.597 0.740 6.063
H -2.380 -0.155 5.272
H -2.218 1.380 3.282
H -3.130 2.623 3.980
H -1.643 2.059 4.870
H -3.518 -0.049 2.409
H -4.882 -0.981 2.712
H -2.079 -1.810 3.706
H -2.832 -2.540 2.506
H -3.690 -2.578 4.026
C 1.697 -7.829 0.510
C 2.144 -6.399 0.132
N 1.065 -5.501 -0.140
C 0.225 -5.884 -1.259
C -0.645 -4.781 -1.881
C 0.288 -5.085 1.045
C 1.079 -4.581 2.154
H 0.916 -8.182 -0.163
H 1.222 -7.761 1.493
H 2.510 -8.545 0.632
H 2.856 -6.070 0.890
H 2.824 -6.517 -0.715
H 0.796 -6.262 -2.111
H -0.455 -6.716 -1.036
H -1.225 -5.067 -2.760
H -1.312 -4.384 -1.116
H -0.024 -3.985 -2.294
H -0.287 -5.958 1.385
H -0.436 -4.285 0.885
H 1.768 -5.355 2.496
H 0.391 -4.366 2.974
H 1.555 -3.645 1.862
C -2.197 4.934 0.507
C -2.509 4.605 -0.955
O -2.867 5.472 -1.741
C -2.472 3.120 -1.311
H -1.319 4.334 0.744
H -3.124 4.609 0.980
H -1.971 5.991 0.628
H -2.537 2.978 -2.391
H -3.246 2.475 -0.896
H -1.486 2.719 -1.073